Below is a structure of composition C18H18IrN7O2S, with properties calculated with the ωB97M-V functional and the def2-TZVPD basis.

For the LUMO energy (spin up / spin down), the calculation gives -10.2 / -12.4 eV. The energy above the lowest of the compared OMol25 structures with the same formula, charge and spin is 0.000 eV. As for the total energy: -47131.4890 eV.

The geometry in ORCA input format:
```
! wB97M-V def2-TZVPD RIJCOSX def2/J DEFGRID3
* xyz 3 2
Ir 0.0086 0.2778 0.4003
O -0.7949 3.6971 -1.5563
C -0.9136 2.5976 -1.0269
N 0.1803 1.8750 -0.7016
C 1.3858 2.4551 -0.8909
O 1.4654 3.5552 -1.4264
C 2.4996 1.5946 -0.3738
C 3.8193 1.9104 -0.5816
C 4.7963 1.0283 -0.1132
C 4.3971 -0.1225 0.5362
C 3.0382 -0.3718 0.7212
N 2.0989 0.4581 0.2808
C -2.1732 1.8828 -0.6631
C -3.4085 2.3533 -1.0331
C -4.5361 1.5978 -0.7023
C -4.3631 0.4117 -0.0200
C -3.0787 0.0006 0.3332
N -1.9969 0.7079 0.0230
H 4.0791 2.8229 -1.1031
H 5.8454 1.2484 -0.2605
H 5.1189 -0.8349 0.9113
H 2.6972 -1.2543 1.2455
H -3.4877 3.2881 -1.5736
H -5.5239 1.9424 -0.9782
H -5.2062 -0.2068 0.2554
H -2.9153 -0.9126 0.8894
C -0.5070 -4.1429 -3.2732
C 0.0940 -2.8484 -2.7290
C -0.0151 -2.7236 -1.2463
N -0.0317 -1.6270 -0.5697
N -0.1036 -1.7711 0.7991
C -0.1552 -3.0266 1.1835
N -0.2377 -3.4477 2.4390
S -0.1157 -4.1068 -0.1881
H -0.3587 -4.1892 -4.3494
H -1.5774 -4.2027 -3.0786
H -0.0188 -5.0233 -2.8499
H -0.3838 -1.9699 -3.1664
H 1.1574 -2.7888 -2.9805
H -0.2332 -2.7955 3.2072
H -0.2726 -4.4298 2.6648
C -0.0523 3.1578 3.9761
C -0.0333 2.2489 2.8448
N -0.0174 1.5306 1.9511
H 0.6831 2.8323 4.7126
H -1.0461 3.1565 4.4246
H 0.1930 4.1647 3.6363
*
```